(1)
{"formula": "C4H11NO", "method": "wB97M-V/def2-TZVPD", "symbols": ["C", "O", "C", "C", "C", "N", "H", "H", "H", "H", "H", "H", "H", "H", "H", "H", "H"], "positions_angstrom": [[0.397, -1.500, 0.834], [1.307, -1.091, -0.286], [-1.011, -1.066, 0.549], [-1.107, 0.602, 0.193], [-0.062, 1.228, -1.299], [1.148, 1.887, -1.191], [0.617, -1.318, 1.834], [0.272, -2.841, 0.737], [1.867, 0.037, 0.113], [-1.468, -2.003, 0.518], [-1.987, -0.775, 0.426], [-0.825, 1.018, 1.032], [-2.061, 0.948, -0.305], [-0.033, 0.167, -1.518], [-0.926, 1.643, -1.747], [2.489, 0.828, 0.359], [1.383, 2.235, -0.250]], "multiplicity": 1, "orbital_gap_ev": 5.099, "lumo_ev": -2.58, "e_homo_ev": -7.68}


(2)
{"formula": "C22H32Br10F4O12", "method": "wB97M-V/def2-TZVPD", "symbols": ["Br", "C", "C", "Br", "H", "H", "H", "H", "Br", "C", "C", "Br", "H", "H", "H", "H", "Br", "C", "C", "Br", "H", "H", "H", "H", "Br", "C", "C", "Br", "H", "H", "H", "H", "Br", "C", "C", "Br", "H", "H", "H", "H", "C", "C", "O", "C", "O", "O", "F", "H", "H", "H", "C", "C", "O", "C", "O", "O", "F", "H", "H", "H", "C", "C", "O", "C", "O", "O", "F", "H", "H", "H", "C", "C", "O", "C", "O", "O", "F", "H", "H", "H"], "positions_angstrom": [[12.097, 11.895, 13.431], [12.215, 12.759, 11.641], [12.367, 11.706, 10.577], [12.218, 12.422, 8.744], [13.049, 13.490, 11.785], [11.304, 13.283, 11.441], [11.586, 10.954, 10.579], [13.334, 11.157, 10.609], [9.768, 16.131, 9.345], [8.914, 17.702, 10.069], [9.917, 18.819, 10.222], [9.040, 20.531, 10.689], [8.384, 17.339, 10.981], [8.198, 17.792, 9.306], [10.596, 18.996, 9.343], [10.580, 18.570, 11.037], [5.450, 9.406, 19.786], [6.326, 10.795, 18.848], [5.321, 11.890, 18.492], [6.319, 13.386, 17.713], [6.995, 10.504, 18.047], [6.947, 11.227, 19.660], [4.768, 12.173, 19.365], [4.648, 11.626, 17.672], [8.465, 13.295, 12.799], [8.690, 12.919, 14.664], [8.360, 11.523, 15.103], [6.523, 11.025, 14.644], [8.023, 13.564, 15.202], [9.694, 13.116, 14.936], [8.343, 11.409, 16.205], [9.015, 10.767, 14.638], [12.644, 9.960, 18.344], [11.862, 9.637, 16.632], [11.064, 8.383, 16.791], [10.451, 7.499, 15.028], [12.695, 9.479, 15.911], [11.242, 10.507, 16.528], [10.171, 8.538, 17.342], [11.524, 7.619, 17.374], [8.955, 17.907, 13.863], [9.852, 16.747, 13.452], [10.230, 16.298, 14.748], [10.138, 17.380, 15.649], [10.361, 17.217, 16.805], [9.667, 18.453, 15.041], [10.948, 17.266, 12.779], [8.017, 17.439, 14.073], [8.931, 18.696, 13.078], [9.502, 15.863, 12.982], [4.899, 14.110, 13.147], [5.145, 13.952, 11.649], [6.118, 14.943, 11.357], [6.059, 15.851, 12.385], [6.726, 16.829, 12.474], [5.149, 15.516, 13.326], [3.960, 14.193, 10.987], [5.667, 13.565, 13.688], [3.922, 13.818, 13.459], [5.550, 12.996, 11.327], [7.742, 8.532, 12.174], [9.011, 9.204, 11.601], [8.527, 10.348, 11.038], [7.158, 10.323, 10.877], [6.572, 11.124, 10.307], [6.646, 9.250, 11.526], [9.590, 8.318, 10.666], [7.739, 8.798, 13.191], [7.668, 7.420, 11.956], [9.822, 9.462, 12.253], [10.219, 14.036, 19.087], [9.929, 13.135, 20.289], [9.831, 11.889, 19.852], [9.799, 11.874, 18.506], [9.637, 10.875, 17.905], [10.266, 13.021, 17.972], [8.726, 13.491, 20.869], [11.161, 14.485, 18.909], [9.470, 14.827, 18.920], [10.643, 13.231, 21.128]], "multiplicity": 1, "smiles": "O=C1OC[C@@H](F)O1.O=C1OC[C@@H](F)O1.O=C1OC[C@@H](F)O1.O=C1OC[C@@H](F)O1.BrCCBr.BrCCBr.BrCCBr.BrCCBr.BrCCBr", "orbital_gap_ev": 10.335, "lumo_ev": 0.10, "e_homo_ev": -10.24}


(3)
{"formula": "C20H54F3O10S8Tl", "method": "wB97M-V/def2-TZVPD", "symbols": ["Tl", "C", "O", "O", "C", "F", "F", "F", "C", "C", "H", "H", "H", "H", "H", "H", "C", "S", "O", "C", "H", "H", "H", "H", "H", "H", "C", "S", "O", "C", "H", "H", "H", "H", "H", "H", "C", "S", "O", "C", "H", "H", "H", "H", "H", "H", "C", "S", "O", "C", "H", "H", "H", "H", "H", "H", "C", "S", "O", "C", "H", "H", "H", "H", "H", "H", "C", "S", "O", "C", "H", "H", "H", "H", "H", "H", "C", "S", "O", "C", "H", "H", "H", "H", "H", "H", "C", "S", "O", "C", "H", "H", "H", "H", "H", "H"], "positions_angstrom": [[29.276, -31.162, 25.583], [29.030, -31.087, 21.553], [29.345, -29.908, 20.842], [29.436, -30.912, 22.818], [27.548, -31.500, 21.293], [26.902, -31.783, 22.422], [26.874, -30.570, 20.619], [27.500, -32.605, 20.524], [29.654, -30.046, 19.468], [29.738, -28.664, 18.850], [28.741, -28.225, 18.747], [30.414, -27.932, 19.280], [29.942, -28.824, 17.785], [28.859, -30.547, 18.908], [30.598, -30.575, 19.291], [29.614, -31.920, 21.104], [26.012, -30.206, 29.695], [27.381, -31.255, 29.149], [27.805, -30.727, 27.822], [28.548, -30.793, 30.435], [26.413, -29.223, 29.935], [25.540, -30.683, 30.553], [25.278, -30.083, 28.902], [28.444, -29.718, 30.620], [29.555, -30.964, 30.067], [28.327, -31.255, 31.395], [24.743, -30.320, 23.586], [25.592, -29.652, 25.031], [27.030, -29.911, 24.730], [25.201, -27.921, 24.668], [23.687, -30.049, 23.641], [24.835, -31.396, 23.709], [25.185, -29.945, 22.670], [25.419, -27.687, 23.627], [25.619, -27.257, 25.414], [24.107, -27.911, 24.710], [31.886, -28.349, 29.043], [31.703, -30.099, 28.673], [30.515, -30.190, 27.751], [33.166, -30.323, 27.669], [32.902, -28.185, 29.406], [31.219, -28.054, 29.849], [31.698, -27.787, 28.130], [33.317, -31.346, 27.333], [34.021, -29.979, 28.250], [33.040, -29.729, 26.759], [27.871, -27.290, 28.184], [29.065, -27.190, 26.836], [28.775, -28.322, 25.914], [28.448, -25.680, 26.084], [26.932, -27.389, 27.629], [27.879, -26.365, 28.753], [28.023, -28.201, 28.750], [29.186, -25.207, 25.434], [28.259, -24.902, 26.825], [27.583, -25.927, 25.470], [24.366, -32.592, 27.010], [25.601, -33.381, 25.966], [26.658, -32.335, 25.795], [26.174, -34.598, 27.162], [23.870, -31.848, 26.387], [24.847, -32.088, 27.844], [23.584, -33.277, 27.340], [26.409, -34.024, 28.060], [27.020, -35.169, 26.799], [25.344, -35.266, 27.399], [30.298, -27.697, 23.119], [31.724, -28.566, 23.773], [31.228, -29.589, 24.752], [32.191, -29.455, 22.315], [29.893, -26.999, 23.844], [29.577, -28.441, 22.782], [30.686, -27.108, 22.284], [32.342, -28.845, 21.424], [31.336, -30.093, 22.055], [33.034, -30.122, 22.477], [31.063, -33.946, 28.954], [29.691, -34.537, 27.924], [29.009, -33.325, 27.362], [30.733, -35.305, 26.664], [31.829, -33.539, 28.300], [31.322, -34.646, 29.742], [30.559, -33.123, 29.472], [31.262, -36.066, 27.246], [31.515, -34.595, 26.389], [30.227, -35.711, 25.800], [29.464, -35.774, 23.081], [28.357, -34.783, 24.095], [28.991, -33.428, 24.197], [27.058, -34.706, 22.878], [29.799, -35.217, 22.204], [28.944, -36.638, 22.664], [30.332, -36.140, 23.625], [26.128, -34.299, 23.267], [26.791, -35.752, 22.678], [27.351, -34.318, 21.908]], "multiplicity": 1, "total_charge": 2, "orbital_gap_ev": 4.802, "lumo_ev": -8.54, "e_homo_ev": -13.34}


(4)
{"formula": "C24H33N2O5P2PdS", "method": "wB97M-V/def2-TZVPD", "symbols": ["C", "C", "N", "C", "C", "C", "C", "P", "Pd", "P", "C", "C", "C", "C", "C", "C", "C", "O", "O", "H", "H", "H", "C", "C", "H", "H", "H", "H", "C", "C", "H", "H", "H", "H", "H", "H", "H", "H", "H", "H", "H", "H", "H", "H", "H", "H", "H", "H", "H", "H", "H", "H", "O", "C", "N", "S", "O", "O", "C", "C", "C", "C", "C", "C", "H", "H", "H", "H"], "positions_angstrom": [[-0.990, 2.405, -3.338], [-0.976, 1.273, -2.518], [0.126, 1.009, -1.790], [1.300, 1.556, -2.114], [1.378, 2.566, -3.075], [0.206, 3.009, -3.666], [-2.115, 0.336, -2.447], [-2.123, -0.567, -0.881], [0.056, -0.466, -0.103], [2.374, -0.498, -0.566], [2.580, 1.128, -1.400], [-0.159, -2.299, 0.971], [-0.862, -2.194, 2.137], [-0.821, -3.280, 3.044], [-0.140, -4.456, 2.676], [0.460, -4.562, 1.435], [0.440, -3.480, 0.520], [-1.518, -1.091, -4.308], [0.597, -1.743, -3.485], [-1.935, 2.668, -3.811], [2.359, 3.002, -3.274], [0.226, 3.824, -4.397], [-3.256, 0.044, 0.412], [-2.891, -2.126, -1.345], [3.432, 1.054, -2.095], [2.837, 1.855, -0.610], [-1.934, -0.288, -3.321], [-3.070, 0.789, -2.706], [3.519, -0.569, 0.826], [3.017, -1.665, -1.783], [-1.405, -1.283, 2.388], [-1.285, -3.155, 4.008], [-0.116, -5.290, 3.396], [0.966, -5.481, 1.123], [0.900, -3.557, -0.453], [0.296, -1.918, -2.620], [0.899, -2.480, -4.121], [-0.509, -1.394, -4.134], [-1.982, -0.840, -5.099], [0.182, -1.676, -1.358], [-4.314, 0.020, 0.129], [-3.179, -0.574, 1.316], [-3.025, 1.062, 0.738], [-3.976, -2.015, -1.432], [-2.492, -2.431, -2.313], [-2.675, -2.897, -0.606], [4.040, -1.366, -2.032], [3.014, -2.662, -1.333], [2.370, -1.650, -2.668], [4.556, -0.559, 0.461], [3.323, 0.282, 1.491], [3.298, -1.496, 1.372], [1.282, -0.189, 2.953], [0.682, 0.833, 2.599], [0.216, 1.073, 1.320], [-0.217, 2.639, 0.998], [0.805, 3.359, 0.275], [-1.528, 2.720, 0.417], [-0.230, 3.023, 2.714], [-0.688, 4.210, 3.281], [-0.626, 4.306, 4.680], [-0.091, 3.255, 5.456], [0.386, 2.097, 4.851], [0.300, 1.981, 3.459], [-1.103, 4.994, 2.642], [-0.976, 5.215, 5.160], [-0.021, 3.350, 6.544], [0.806, 1.259, 5.408]], "multiplicity": 5, "total_charge": 1, "orbital_gap_ev": [6.657, 5.662], "lumo_ev": [-2.16, -5.80], "e_homo_ev": [-8.82, -11.46]}


Quick rundown of energy, same order as above: -7848.419; -759198.759; -141595.726; -71521.249 eV